(1)
Computed, not measured: a structure of composition C52H61Ge2N5S4V at a distorted geometry, with ωB97M-V/def2-TZVPD.

Output
* energy relative to the best compared isomer or geometry (same formula, charge and spin): 0.457 eV
* highest occupied orbital energy: -0.5422 Ha
* LUMO: -0.3736 Ha
* frontier orbital gap: 4.59 eV

Geometry as ORCA input:
```
! wB97M-V def2-TZVPD RIJCOSX def2/J DEFGRID3
* xyz 3 1
V -1.29 1.63 0.53
C -5.48 3.35 -0.55
N -5.18 3.16 0.88
C -6.24 3.49 1.85
C -3.97 2.82 1.27
N -2.94 2.65 0.44
N -3.73 2.67 2.62
C -2.49 2.46 3.19
N -2.40 2.69 4.50
N -1.49 2.05 2.46
H -6.55 3.30 -0.68
H -5.05 2.54 -1.14
H -5.12 4.32 -0.89
H -7.15 3.69 1.31
H -5.98 4.38 2.42
H -6.42 2.64 2.52
H -3.19 2.84 -0.53
H -4.49 2.90 3.25
H -3.17 3.05 5.04
H -1.53 2.51 4.98
H -0.61 2.01 2.99
C 0.35 2.78 5.18
C 1.18 2.56 3.94
C 1.28 3.53 2.95
C 2.14 3.38 1.86
C 2.35 4.54 0.92
C 2.88 2.20 1.75
C 2.82 1.22 2.74
C 3.67 -0.01 2.67
C 1.96 1.41 3.82
C 3.76 2.01 0.56
C 5.12 2.29 0.61
C 5.90 2.17 -0.54
C 5.34 1.82 -1.76
C 3.97 1.55 -1.85
C 3.23 1.60 -0.67
Ge 1.40 1.00 -0.78
S -0.14 2.71 -0.91
S 0.39 0.10 1.15
Ge -0.61 -1.30 -0.47
S -2.35 0.13 -0.66
S 0.85 -0.74 -2.05
C -1.13 -3.05 0.14
C -0.12 -4.02 0.30
C -0.51 -5.30 0.69
C -1.83 -5.60 0.94
C -2.81 -4.63 0.78
C -2.48 -3.34 0.37
C -3.61 -2.39 0.19
C -4.15 -1.72 1.28
C -3.55 -1.81 2.66
C -5.29 -0.93 1.09
C -5.90 -0.82 -0.15
C -7.19 -0.08 -0.32
C -5.32 -1.47 -1.24
C -4.19 -2.26 -1.09
C -3.60 -2.97 -2.28
C 1.32 -3.78 0.05
C 1.84 -3.93 -1.24
C 0.97 -4.16 -2.45
C 3.22 -3.90 -1.41
C 4.09 -3.72 -0.34
C 5.58 -3.74 -0.54
C 3.55 -3.57 0.93
C 2.18 -3.61 1.15
C 1.63 -3.55 2.56
C 3.31 1.27 -3.15
C 3.43 0.01 -3.76
C 4.28 -1.07 -3.14
C 2.77 -0.23 -4.95
C 2.01 0.75 -5.58
C 1.32 0.49 -6.88
C 1.96 2.02 -4.99
C 2.61 2.30 -3.80
C 2.67 3.73 -3.31
H -0.28 3.66 5.08
H 0.99 2.96 6.04
H -0.25 1.90 5.44
H 0.73 4.46 3.06
H 1.66 5.35 1.14
H 2.24 4.26 -0.12
H 3.36 4.92 1.03
H 3.83 -0.35 1.65
H 3.21 -0.82 3.24
H 4.65 0.18 3.11
H 1.92 0.65 4.60
H 5.56 2.60 1.54
H 6.96 2.40 -0.49
H 5.94 1.79 -2.65
H 0.26 -6.05 0.81
H -2.11 -6.60 1.24
H -3.85 -4.87 0.95
H -2.54 -2.24 2.64
H -4.15 -2.44 3.31
H -3.50 -0.82 3.12
H -5.74 -0.45 1.95
H -7.34 0.66 0.47
H -8.03 -0.78 -0.26
H -7.26 0.41 -1.29
H -5.78 -1.39 -2.21
H -4.23 -2.85 -3.15
H -3.48 -4.04 -2.09
H -2.61 -2.59 -2.53
H -0.09 -4.19 -2.21
H 1.23 -5.11 -2.92
H 1.13 -3.38 -3.19
H 3.63 -4.04 -2.41
H 5.85 -3.64 -1.59
H 6.00 -4.68 -0.18
H 6.06 -2.93 0.02
H 4.22 -3.47 1.78
H 2.44 -3.45 3.28
H 1.08 -4.46 2.80
H 0.94 -2.72 2.70
H 4.06 -1.20 -2.08
H 5.34 -0.83 -3.22
H 4.12 -2.02 -3.64
H 2.85 -1.21 -5.41
H 1.43 -0.55 -7.19
H 1.73 1.12 -7.67
H 0.25 0.71 -6.81
H 1.44 2.82 -5.51
H 2.39 4.41 -4.11
H 3.68 3.99 -2.98
H 2.00 3.92 -2.48
*
```


(2)
Computed, not measured: a cluster of 2 separate species, C5H14NSi in total at a distorted geometry, with ωB97M-V/def2-TZVPD.

Output
* energy relative to the best compared isomer or geometry (same formula, charge and spin): 4.049 eV
* highest occupied orbital energy: -0.4676 Ha
* LUMO: -0.1595 Ha
* frontier orbital gap: 8.38 eV

Geometry as ORCA input:
```
! wB97M-V def2-TZVPD RIJCOSX def2/J DEFGRID3
* xyz 1 1
C 1.57 0.64 0.03
C 0.50 -1.03 0.83
C -1.15 0.12 -1.78
C 1.32 -2.17 0.18
C -2.45 0.51 1.17
N 1.49 2.06 -0.01
Si -0.99 -0.24 0.06
H 2.36 0.26 0.72
H 1.51 0.14 -0.99
H 0.64 -0.93 1.93
H -2.09 -0.42 -2.26
H -1.21 1.18 -1.87
H -0.22 -0.15 -2.40
H 2.18 -1.72 -0.26
H 1.63 -2.78 0.93
H 0.84 -2.64 -0.70
H -2.41 0.20 2.31
H -2.50 1.63 1.16
H -3.47 0.42 0.77
H 0.72 2.36 -0.63
H 1.73 2.54 0.80
*
```


(3)
Computed, not measured: a structure of composition C34H48N6O3STi at a distorted geometry, with ωB97M-V/def2-TZVPD.

Output
* energy relative to the best compared isomer or geometry (same formula, charge and spin): 4.912 eV
* highest occupied orbital energy: -0.4563 Ha
* LUMO: -0.2079 Ha
* frontier orbital gap: 6.76 eV

Geometry as ORCA input:
```
! wB97M-V def2-TZVPD RIJCOSX def2/J DEFGRID3
* xyz 2 1
Ti -0.27 1.21 0.64
C -0.92 -3.54 1.10
C 0.38 -3.71 2.02
C 1.88 -3.15 1.91
N 2.14 -1.76 1.55
C 2.62 -0.82 2.23
C 3.15 -0.91 3.61
C 4.45 -0.72 3.89
C 5.44 -0.30 2.93
C 5.20 0.46 1.84
C 3.95 1.06 1.45
C 2.69 0.61 1.66
N 1.54 1.47 1.43
C 1.86 2.89 1.70
C 0.63 3.80 1.80
C -0.47 3.24 2.69
N -1.18 2.14 2.02
C -2.39 1.71 2.52
C -2.84 2.10 3.76
C -3.97 1.73 4.51
C -5.08 1.05 4.11
C -5.31 0.55 2.81
C -4.42 0.40 1.79
C -3.03 0.69 1.69
N -2.22 0.11 0.81
C -2.56 -1.28 0.37
C -2.13 -2.51 1.30
H -1.41 -4.49 1.31
H -0.66 -3.61 0.04
H 0.58 -4.77 1.95
H 0.04 -3.58 3.06
H 2.37 -3.73 1.13
H 2.34 -3.44 2.86
H 2.46 -1.24 4.38
H 4.79 -0.93 4.90
H 6.47 -0.53 3.17
H 6.06 0.79 1.26
H 4.06 1.99 0.89
H 2.51 3.31 0.93
H 2.40 2.95 2.64
H 0.22 4.03 0.82
H 0.97 4.74 2.23
H -1.17 4.03 2.93
H -0.02 2.88 3.62
H -2.16 2.74 4.30
H -3.98 2.09 5.53
H -5.87 0.92 4.83
H -6.32 0.21 2.61
H -4.83 -0.05 0.89
H -2.23 -1.44 -0.65
H -3.63 -1.37 0.32
H -2.99 -3.17 1.19
H -2.19 -2.20 2.34
C -2.13 3.31 -0.83
O -0.81 2.72 -0.77
C -0.17 2.72 -2.08
C 1.05 1.83 -1.97
O 0.59 0.77 -1.13
C 1.33 -0.47 -1.05
C 0.41 -1.33 -0.22
O 0.11 -0.53 0.99
C -0.11 -0.77 2.42
H -2.06 4.31 -1.26
H -2.51 3.37 0.18
H -2.78 2.69 -1.45
H 0.09 3.74 -2.36
H -0.86 2.29 -2.80
H 1.90 2.33 -1.51
H 1.31 1.45 -2.95
H 2.30 -0.33 -0.58
H 1.44 -0.89 -2.05
H 0.85 -2.28 -0.03
H -0.50 -1.42 -0.79
H 0.08 -1.78 2.70
H -1.12 -0.51 2.66
H 0.54 -0.11 2.96
C -0.84 -3.51 -7.11
C -0.33 -2.28 -6.42
C 0.69 -1.51 -6.87
C 1.06 -0.38 -6.12
N 0.44 -0.05 -4.99
C -0.60 -0.78 -4.55
S -1.52 -0.39 -3.19
N -0.94 -1.90 -5.28
C 2.18 0.50 -6.57
H -0.36 -3.63 -8.08
H -1.92 -3.45 -7.25
H -0.64 -4.39 -6.51
H 1.21 -1.76 -7.79
H -1.73 -2.42 -4.93
H 2.41 0.33 -7.62
H 3.07 0.29 -5.99
H 1.92 1.55 -6.42
*
```


(4)
Computed, not measured: a cluster of 2 separate species, C4H9O2 in total, with ωB97M-V/def2-TZVPD.

Output
* energy relative to the best compared isomer or geometry (same formula, charge and spin): 0.218 eV
* highest occupied orbital energy: -0.1456 Ha
* LUMO: 0.1556 Ha
* frontier orbital gap: 8.20 eV

Geometry as ORCA input:
```
! wB97M-V def2-TZVPD RIJCOSX def2/J DEFGRID3
* xyz -1 1
C 1.28 -0.36 2.82
C 0.70 0.44 1.62
O -0.30 -0.09 1.08
O 1.31 1.48 1.30
H 2.29 -0.05 3.11
H 1.25 -1.42 2.52
H 0.67 -0.38 3.74
C -1.66 0.22 -1.94
C -0.18 -0.09 -2.11
H -2.16 0.11 -2.90
H -2.11 -0.49 -1.24
H -1.77 1.20 -1.49
H 0.32 0.78 -2.54
H 0.06 -0.94 -2.77
H 0.31 -0.41 -1.19
*
```


(5)
Computed, not measured: a structure of composition C43H50F5N10O3S2SiTi at a distorted geometry, with ωB97M-V/def2-TZVPD.

Output
* highest occupied orbital energy (spin up / spin down): -0.0547 / -0.0554 Ha
* LUMO (spin up / spin down): 0.1499 / 0.1499 Ha
* frontier orbital gap (spin up / spin down): 5.57 / 5.59 eV

Geometry as ORCA input:
```
! wB97M-V def2-TZVPD RIJCOSX def2/J DEFGRID3
* xyz -2 2
Ti -0.82 -0.26 0.53
C -3.53 -1.77 2.89
C -2.40 -2.62 2.41
C -2.40 -3.97 2.73
C -1.38 -4.78 2.23
C -0.39 -4.21 1.49
C -0.37 -2.81 1.26
N -1.42 -2.05 1.69
N 0.58 -2.15 0.61
Si 2.16 -2.84 0.50
C 3.64 -1.67 0.24
C 2.31 -4.12 -0.97
C 2.66 -4.00 1.96
H -3.97 -2.21 3.79
H -4.31 -1.71 2.13
H -3.17 -0.77 3.09
H -3.19 -4.39 3.33
H -1.38 -5.85 2.42
H 0.39 -4.81 1.05
H 4.05 -1.75 -0.77
H 4.43 -1.93 0.94
H 3.38 -0.64 0.42
H 3.31 -4.53 -0.98
H 1.62 -4.95 -0.87
H 2.14 -3.68 -1.95
H 1.92 -3.93 2.76
H 3.61 -3.70 2.38
H 2.74 -5.05 1.66
C 6.16 3.69 2.24
C 4.98 2.80 2.56
C 3.90 2.73 1.68
C 2.85 1.88 1.96
C 2.85 1.09 3.09
C 3.92 1.15 3.97
C 4.98 2.01 3.70
S 1.54 -0.15 3.27
O 2.10 -1.32 2.66
O 1.29 -0.29 4.70
N 0.21 0.36 2.48
C -0.59 1.11 3.28
C -0.08 2.01 4.26
C -0.95 2.70 5.07
C -2.32 2.53 4.90
C -2.73 1.67 3.89
N -1.91 0.99 3.11
H 5.86 4.49 1.57
H 6.94 3.11 1.75
H 6.57 4.13 3.15
H 3.89 3.31 0.77
H 2.03 1.78 1.28
H 3.91 0.52 4.84
H 5.82 2.05 4.38
H 0.99 2.13 4.36
H -0.57 3.37 5.82
H -3.04 3.04 5.52
H -3.79 1.49 3.71
F 4.92 -0.62 -5.31
C 4.11 -0.28 -4.27
C 4.32 0.91 -3.57
F 5.34 1.72 -3.95
C 3.51 1.25 -2.51
F 3.74 2.42 -1.88
C 2.45 0.42 -2.05
S 1.47 0.83 -0.73
C 2.27 -0.77 -2.80
F 1.26 -1.60 -2.45
C 3.07 -1.11 -3.87
F 2.84 -2.26 -4.55
C -4.80 2.37 -4.02
C -3.51 1.71 -3.60
C -2.81 0.91 -4.49
C -1.59 0.36 -4.09
C -0.81 -0.51 -5.03
C -1.10 0.62 -2.82
C -1.78 1.41 -1.87
C -3.01 1.95 -2.33
N -1.19 1.65 -0.66
C -1.34 3.01 -0.13
C -1.24 4.06 -1.26
C -0.13 3.31 0.78
C -2.62 3.25 0.70
H -5.07 2.08 -5.03
H -4.70 3.45 -3.99
H -5.61 2.09 -3.34
H -3.19 0.73 -5.49
H -1.00 -0.26 -6.07
H -1.08 -1.56 -4.88
H 0.26 -0.42 -4.84
H -0.14 0.23 -2.54
H -3.62 2.56 -1.69
H -0.34 3.86 -1.83
H -1.17 5.06 -0.83
H -2.09 4.04 -1.93
H 0.78 3.24 0.19
H -0.09 2.59 1.59
H -0.21 4.31 1.21
H -2.66 4.29 1.04
H -2.60 2.59 1.57
H -3.52 3.03 0.14
C -0.99 -4.13 -3.08
N -1.02 -3.35 -1.87
C -1.72 -2.18 -1.75
N -2.91 -2.04 -2.45
O -1.35 -1.30 -0.95
H -0.44 -5.06 -2.88
H -0.49 -3.62 -3.91
H -2.01 -4.38 -3.37
H -0.14 -3.29 -1.35
H -2.89 -2.32 -3.42
H -3.30 -1.12 -2.32
N -7.23 -0.90 -0.17
C -6.14 -0.51 -0.25
N -4.99 0.00 -0.46
C -3.88 0.00 0.13
N -2.83 0.10 0.63
*
```


(6)
Computed, not measured: a cluster of 4 separate species, CH9NO4 in total at a distorted geometry, with ωB97M-V/def2-TZVPD.

Output
* energy relative to the best compared isomer or geometry (same formula, charge and spin): 1.065 eV
* highest occupied orbital energy: -0.3700 Ha
* LUMO: 0.0063 Ha
* frontier orbital gap: 10.24 eV
* SMILES string: NC=O.O.O.O

Geometry as ORCA input:
```
! wB97M-V def2-TZVPD RIJCOSX def2/J DEFGRID3
* xyz 0 1
C 1.12 -2.02 2.93
N 0.21 -1.22 2.24
O 0.84 -2.97 3.60
H 2.14 -1.62 2.83
H -0.64 -1.72 1.98
H 0.65 -0.92 1.38
H 1.95 4.41 -3.36
H 1.62 3.08 -2.63
O 2.21 3.84 -2.62
H -3.26 -2.45 0.91
H -2.50 -2.32 -0.47
O -2.57 -1.99 0.43
H -1.24 2.38 -2.61
H -0.12 1.59 -1.88
O -0.40 1.92 -2.74
*
```


(7)
Computed, not measured: a cluster of 2 separate species, C6H5NO in total at a distorted geometry, with ωB97M-V/def2-TZVPD.

Output
* energy relative to the best compared isomer or geometry (same formula, charge and spin): 7.038 eV
* highest occupied orbital energy (spin up / spin down): -0.2882 / -0.2716 Ha
* LUMO (spin up / spin down): -0.0332 / -0.0442 Ha
* frontier orbital gap (spin up / spin down): 6.94 / 6.19 eV

Geometry as ORCA input:
```
! wB97M-V def2-TZVPD RIJCOSX def2/J DEFGRID3
* xyz 0 1
C 0.18 -1.08 0.71
C 1.10 -0.15 0.38
C -0.49 0.12 -2.18
C 2.08 0.70 0.55
N 0.62 0.25 -1.81
C -1.43 -0.38 0.38
C -2.02 0.16 1.31
O 0.16 -2.26 0.96
H -1.50 -0.45 -0.77
H -1.21 0.28 -2.96
H 2.44 1.31 -0.27
H 2.52 0.86 1.53
H -2.45 0.64 2.16
*
```


(8)
Computed, not measured: a structure of composition C21H18BrCl3IrNO2 at a distorted geometry, with ωB97M-V/def2-TZVPD.

Output
* energy relative to the best compared isomer or geometry (same formula, charge and spin): 0.395 eV
* highest occupied orbital energy (spin up / spin down): -0.3125 / -0.3022 Ha
* LUMO (spin up / spin down): -0.0049 / -0.1319 Ha
* frontier orbital gap (spin up / spin down): 8.37 / 4.63 eV

Geometry as ORCA input:
```
! wB97M-V def2-TZVPD RIJCOSX def2/J DEFGRID3
* xyz 0 5
Ir 0.93 0.66 -1.08
Br 3.53 0.57 -1.18
C 3.73 0.51 0.71
C 4.98 0.56 1.22
C 5.15 0.54 2.62
C 4.05 0.48 3.43
C 2.74 0.41 2.88
C 1.61 0.35 3.74
C 0.36 0.30 3.21
C 0.17 0.30 1.81
C 1.21 0.36 0.92
C 2.55 0.42 1.48
H 5.84 0.63 0.56
H 6.14 0.59 3.04
H 4.16 0.48 4.51
H 1.77 0.36 4.81
H -0.51 0.27 3.86
H -0.85 0.28 1.45
Cl 0.89 0.31 -3.41
C -1.12 2.78 -2.10
Cl -2.40 2.56 0.99
Cl -2.22 3.93 -2.90
C -0.10 3.50 -1.19
O -0.19 4.67 -0.93
O 0.89 2.71 -0.82
C -2.48 -3.55 -1.43
N -1.21 -2.92 -1.17
C -0.27 -2.89 -2.27
C -1.12 -1.93 -0.11
C -1.78 -0.64 -0.58
C -3.18 -0.66 -0.57
C -3.91 0.45 -0.92
C -3.23 1.61 -1.33
C -1.84 1.65 -1.41
C -1.06 0.51 -1.00
H -2.32 -4.51 -1.92
H -3.09 -2.92 -2.09
H -3.02 -3.70 -0.49
H -0.24 -3.88 -2.74
H 0.72 -2.61 -1.92
H -0.57 -2.15 -3.02
H -0.08 -1.76 0.15
H -1.64 -2.32 0.76
H -3.70 -1.56 -0.24
H -4.99 0.44 -0.85
H -3.79 2.49 -1.61
H -0.51 2.34 -2.88
*
```


(9)
Computed, not measured: a structure of composition C13H19F5KSi2, with ωB97M-V/def2-TZVPD.

Output
* highest occupied orbital energy: -0.1463 Ha
* LUMO: 0.0797 Ha
* frontier orbital gap: 6.15 eV

Geometry as ORCA input:
```
! wB97M-V def2-TZVPD RIJCOSX def2/J DEFGRID3
* xyz -1 1
K 1.89 0.57 -0.17
C -2.10 1.91 3.53
Si -0.50 1.74 2.51
C 0.83 2.55 3.59
C -0.77 2.92 1.05
C 0.00 0.09 2.00
Si -0.92 -1.00 0.91
C 0.16 -2.45 0.33
C -1.53 -0.14 -0.68
C -2.49 -1.83 1.59
H -2.31 2.94 3.82
H -2.04 1.30 4.43
H -2.95 1.54 2.95
H 0.52 3.54 3.94
H 1.77 2.67 3.05
H 1.04 1.93 4.47
H -1.12 3.90 1.39
H -1.51 2.52 0.35
H 0.15 3.09 0.48
H 0.49 -0.46 2.81
H 0.96 -2.16 -0.35
H -0.44 -3.20 -0.20
H 0.62 -2.94 1.19
H -0.81 0.53 -1.15
H -2.43 0.45 -0.48
H -1.80 -0.90 -1.42
H -2.25 -2.45 2.46
H -2.98 -2.46 0.84
H -3.21 -1.07 1.92
F 3.89 -1.91 -1.96
C 3.05 -1.42 -2.94
C 2.58 -0.14 -2.85
C 1.73 0.21 -3.87
F 1.16 1.46 -3.88
C 1.37 -0.61 -4.92
F 0.54 -0.21 -5.90
C 1.89 -1.89 -4.96
F 1.57 -2.73 -5.97
C 2.74 -2.31 -3.95
F 3.24 -3.57 -3.99
*
```


| no. | DFT total energy (eV) |
| --- | --- |
| 1 | -244409.047 |
| 2 | -14770.318 |
| 3 | -85052.850 |
| 4 | -8390.274 |
| 5 | -132702.418 |
| 6 | -10863.123 |
| 7 | -9832.170 |
| 8 | -138099.358 |
| 9 | -59458.939 |